(1)
This record from the OMol25 dataset describes a 8-piece molecular cluster, C30H59NO7S overall at a distorted geometry. The level of theory is wB97M-V/def2-TZVPD.

The highest occupied orbital energy comes out at -8.02 eV. The net charge is 0. The electronic energy comes out at -2157.8668 Ha. As for the largest force on an atom: 3.22 eV Å⁻¹.

Each line ends with the Löwdin charge.
Cartesian coordinates (Å):
C 4.87612 5.00128 -4.01829  -0.17
C 4.09609 6.18358 -4.56821  -0.17
C 2.65331 5.94067 -4.04250  -0.25
O 2.60832 4.61604 -3.62669  -0.16
C 3.93400 4.39471 -2.98120  -0.15
H 5.80111 5.32558 -3.47856  0.12
H 5.16798 4.32273 -4.81150  0.11
H 4.27014 6.28092 -5.69423  0.12
H 4.31784 7.19970 -4.22575  0.10
H 1.92474 6.10002 -4.82105  0.11
H 2.46128 6.60323 -3.18898  0.11
H 3.98302 3.36476 -2.76656  0.09
H 3.85493 4.84688 -1.95284  0.13
C -4.48469 -2.39919 -0.66125  -0.17
C -5.20466 -3.67826 -0.10140  -0.15
C -4.38984 -4.06676 1.13264  -0.24
O -3.49156 -3.02575 1.32197  -0.17
C -3.94618 -1.86445 0.60873  -0.21
H -5.22299 -1.79077 -1.22466  0.12
H -3.77010 -2.60852 -1.46144  0.10
H -5.21067 -4.54078 -0.78872  0.12
H -6.19186 -3.30321 0.16598  0.10
H -3.79005 -4.99577 0.95562  0.11
H -5.09117 -4.29933 2.01421  0.14
H -3.16220 -1.09457 0.55059  0.10
H -4.79149 -1.39422 1.20644  0.14
C -1.83299 -0.39235 -2.51294  -0.15
C -0.67440 0.05220 -3.48814  -0.15
C -1.30571 1.15496 -4.31603  -0.20
O -2.65797 0.72125 -4.52284  -0.14
C -3.07001 0.18948 -3.22639  -0.19
H -1.71079 -0.01648 -1.47597  0.10
H -1.84586 -1.51515 -2.59456  0.10
H -0.31778 -0.70595 -4.15604  0.10
H 0.19529 0.41718 -2.90783  0.07
H -0.78694 1.34082 -5.19846  0.10
H -1.32020 2.05513 -3.70316  0.12
H -3.94686 -0.52014 -3.24283  0.12
H -3.38627 1.06840 -2.68744  0.10
C -0.15900 5.51579 -0.47530  -0.17
C -1.56774 5.83553 -0.78626  -0.16
C -2.27529 4.46944 -0.49406  -0.21
O -1.38883 3.57069 -1.02307  -0.16
C -0.10002 3.98494 -0.65515  -0.19
H 0.15620 5.81672 0.47103  0.09
H 0.57366 5.83731 -1.18024  0.09
H -1.60488 6.14514 -1.82923  0.11
H -1.96572 6.67150 -0.19464  0.11
H -3.22649 4.28733 -1.06665  0.14
H -2.39739 4.32055 0.57874  0.12
H 0.65027 3.64202 -1.34401  0.11
H 0.04867 3.44905 0.30351  0.12
C -0.34232 -3.60200 -0.50679  -0.17
C -0.87367 -4.97060 -0.07450  -0.16
C 0.38291 -5.71107 0.35724  -0.20
O 1.48687 -4.84784 0.01023  -0.15
C 0.98211 -3.48468 0.17754  -0.19
H -1.01834 -2.81768 -0.14979  0.09
H -0.09530 -3.46927 -1.54956  0.11
H -1.38788 -5.50925 -0.90523  0.12
H -1.53401 -4.78746 0.76311  0.08
H 0.62659 -6.62831 -0.24334  0.14
H 0.24192 -5.84008 1.43763  0.11
H 1.69420 -2.84995 -0.34888  0.12
H 0.88580 -3.21014 1.19514  0.09
C 3.18486 -3.28435 3.64693  -0.11
C 3.19726 -2.12427 4.67751  -0.18
C 2.40541 -2.62429 5.82281  -0.15
O 1.32582 -3.41831 5.11180  -0.17
C 2.05186 -4.19712 4.20623  -0.23
H 4.08407 -3.87771 3.74749  0.10
H 3.02888 -3.12788 2.61227  0.08
H 2.86141 -1.14289 4.40646  0.10
H 4.17193 -1.96669 5.00196  0.09
H 1.91422 -1.86056 6.48006  0.14
H 2.96386 -3.29995 6.42293  0.10
H 1.33617 -4.60688 3.46030  0.12
H 2.53337 -4.96048 4.80430  0.11
C -1.66480 0.44648 4.91472  -0.24
S -1.80878 0.27122 3.08928  0.85
O -0.77170 1.27938 2.65083  -0.58
C -1.00979 -1.28677 3.12328  -0.29
H -2.31782 -0.31521 5.34113  0.05
H -1.94085 1.43793 5.30830  0.06
H -0.57633 0.30905 5.09144  0.06
H -1.65394 -1.91997 3.61623  0.02
H 0.01215 -1.22248 3.58623  0.08
H -0.95915 -1.81388 2.15108  0.05
N 1.43107 0.52030 0.74309  0.04
C 1.15146 0.56583 -0.59048  -0.16
C 2.25210 0.20035 -1.33422  -0.10
C 3.22602 -0.13000 -0.35398  -0.14
C 2.72584 0.11488 0.87461  -0.16
H 0.74464 0.76280 1.46382  0.09
H 0.20042 0.97778 -1.01322  0.10
H 2.27690 0.23566 -2.40813  0.09
H 4.17702 -0.58485 -0.53054  0.09
H 3.11319 -0.14271 1.89821  0.12

***

(2)
This record from the OMol25 dataset describes an isolated molecule of C11H17N3OS2 at a distorted geometry. The level of theory is wB97M-V/def2-TZVPD.

The highest occupied orbital energy comes out at -8.02 eV. The net charge is 0. The electronic energy comes out at -1465.1397 Ha. For the relative energy (zero: lowest compared OMol25 entry of this formula, charge and spin), the calculation gives 273.4 kJ/mol. Its structure (SMILES) is Cc1cc(C(=O)NNC(=S)NCC(C)C)cs1. As for the largest force on an atom: 4.67 eV Å⁻¹.

Each line ends with the Löwdin charge.
Cartesian coordinates (Å):
C -0.02787 -4.36851 -4.32392  -0.12
C -0.67892 -3.57868 -3.28901  -0.68
C -0.39465 -2.23590 -3.02647  -0.06
C -0.89668 -1.76302 -1.73558  -0.22
C -0.87241 -0.30915 -1.36597  -0.42
O 0.03123 0.46711 -1.54927  0.08
N -2.05097 0.30017 -0.82624  0.07
N -2.20801 1.75067 -0.48305  0.02
C -1.47004 2.48133 0.45848  -0.83
S -1.93231 4.00978 0.90309  0.59
N -0.47745 1.90977 1.27807  -0.01
C 0.39251 2.53265 2.29030  -0.21
C 1.34949 1.53845 2.98550  -0.40
C 2.36353 2.51687 3.62122  -0.07
C 1.79888 0.52137 2.00000  -0.08
C -1.59234 -2.79775 -1.17965  -0.30
S -1.66595 -4.32708 -2.16922  1.05
H 0.59608 -5.08296 -3.83561  0.08
H -0.69668 -4.69115 -5.17478  0.11
H 0.57940 -3.73371 -4.88136  0.05
H 0.26745 -1.64869 -3.69848  0.13
H -2.87751 -0.30786 -0.92510  0.13
H -2.89337 2.29088 -1.03147  0.13
H -0.19645 1.00070 0.94674  0.07
H 1.02353 3.23851 1.80998  0.10
H -0.15768 3.17389 3.00082  0.11
H 0.84605 1.05939 3.74874  0.11
H 1.80840 3.00947 4.34373  0.05
H 3.01093 3.15607 2.94908  0.10
H 3.21404 1.89668 4.04839  0.09
H 2.36498 0.96726 1.23274  0.08
H 0.98443 -0.10022 1.60529  0.08
H 2.51657 -0.17584 2.47287  0.09
H -2.05821 -2.70052 -0.19984  0.07

***

(3)
This record from the OMol25 dataset describes C22H35CsF6N8O9S2 as an isolated structure at a distorted geometry. The level of theory is wB97M-V/def2-TZVPD.

The highest occupied orbital energy comes out at -3.47 eV. The net charge is -2. The electronic energy comes out at -3390.4157 Ha. As for the largest force on an atom: 3.67 eV Å⁻¹.

Each line ends with the Löwdin charge.
Cartesian coordinates (Å):
Cs 1.48880 0.18415 -0.46454  1.53
C -3.66185 1.29829 1.48524  -0.22
C -2.86038 2.59667 1.67806  -0.21
N -1.44830 2.37854 1.47865  -0.06
C -0.74052 3.39814 0.74772  -0.21
C -1.22548 3.54015 -0.71427  -0.21
N -1.70130 2.31272 -1.32348  -0.04
C -3.13629 2.15037 -1.49850  -0.21
C -3.65294 0.81531 -0.95251  -0.22
N -3.21938 0.45315 0.38536  -0.08
H -4.72661 1.53048 1.35968  0.11
H -3.56320 0.71636 2.40588  0.08
H -3.09153 3.00004 2.67857  0.11
H -3.19542 3.35390 0.96801  0.09
H -0.96038 2.05740 2.30720  0.07
H 0.31962 3.14403 0.76829  0.09
H -0.81851 4.40390 1.20789  0.11
H -0.40182 3.95094 -1.30816  0.09
H -2.02172 4.29778 -0.75435  0.10
H -1.21631 2.08124 -2.17654  0.07
H -3.41622 2.22070 -2.55955  0.11
H -3.64603 2.97774 -0.99641  0.09
H -3.32866 0.02216 -1.63382  0.09
H -4.74997 0.81668 -0.98395  0.11
H -2.19923 0.48901 0.40790  0.09
C -2.98381 -2.25523 2.41382  -0.02
C -1.79659 -1.79213 3.18111  -0.36
N -1.28370 -0.58374 3.17658  0.19
C -0.21514 -0.63730 4.04855  -0.13
C -0.09923 -1.89017 4.59454  -0.09
N -1.10925 -2.60594 4.02428  0.16
C 0.78405 -2.57208 5.61490  -0.62
O 1.68195 -1.85662 6.13368  -0.02
O 0.50458 -3.75723 5.85334  -0.02
C 0.60869 0.57071 4.30277  -0.49
O 1.62708 0.42458 5.12910  0.10
O 0.35985 1.63912 3.78053  0.06
H -3.26884 -1.49722 1.68492  0.04
H -3.82943 -2.44582 3.07991  0.07
H -2.76437 -3.17885 1.87482  0.07
H -1.24551 -3.57987 4.24947  0.16
H 1.68052 -0.52795 5.49318  0.03
F 2.26639 5.40746 -0.22051  0.14
C 3.36817 4.87495 -0.74449  -0.68
F 3.83425 5.70480 -1.67933  0.13
F 4.29030 4.77268 0.21904  0.13
S 3.05807 3.18790 -1.41391  0.59
O 2.50711 2.42354 -0.31788  -0.62
O 4.31845 2.74869 -1.94870  -0.27
N 1.98001 3.57762 -2.52705  -0.28
S 1.40156 2.39649 -3.40084  0.58
O 0.14826 2.76241 -3.98559  -0.27
O 1.52963 1.12643 -2.70367  -0.64
C 2.54971 2.25800 -4.85838  -0.66
F 3.60112 1.49233 -4.58290  0.14
F 2.99146 3.46090 -5.23941  0.13
F 1.89692 1.71265 -5.89205  0.13
C -1.80274 -2.60853 -0.94413  -0.01
C -1.28404 -2.25761 -2.29841  -0.43
N -2.01881 -1.94895 -3.35064  0.07
C -1.10518 -1.68368 -4.34427  -0.19
C 0.16615 -1.83498 -3.87072  -0.14
N 0.04022 -2.21588 -2.56154  0.08
H -0.97785 -2.70247 -0.23696  0.07
H -2.34638 -3.55627 -0.97246  0.08
H -2.48837 -1.84398 -0.57974  0.05
H -1.40887 -1.37937 -5.33318  0.08
H 1.12779 -1.69228 -4.33178  0.10
H 0.79812 -2.32562 -1.80063  0.06
C 3.63245 -2.65945 0.76500  -0.06
C 2.58150 -3.23702 -0.19777  -0.79
C 3.28631 -3.76421 -1.45703  -0.06
C 1.85650 -4.39582 0.49994  -0.05
O 1.68739 -2.23376 -0.53475  -0.66
H 4.37774 -3.40340 1.06520  0.07
H 3.14745 -2.28262 1.66747  0.08
H 4.16331 -1.82863 0.28878  0.07
H 4.02878 -4.53839 -1.23486  0.07
H 3.78902 -2.93823 -1.96504  0.08
H 2.54867 -4.18356 -2.14497  0.07
H 2.53339 -5.19965 0.80546  0.07
H 1.10435 -4.81421 -0.17339  0.07
H 1.34445 -4.02238 1.38816  0.08

***

(4)
This record from the OMol25 dataset describes a 3-piece molecular cluster, C5H14N2 overall at a distorted geometry. The level of theory is wB97M-V/def2-TZVPD.

The highest occupied orbital energy comes out at -7.50 eV. The net charge is 0. The electronic energy comes out at -308.3121 Ha. For the relative energy (zero: lowest compared OMol25 entry of this formula, charge and spin), the calculation gives 291.3 kJ/mol. As for the largest force on an atom: 2.19 eV Å⁻¹.

Each line ends with the Löwdin charge.
Cartesian coordinates (Å):
C -2.16114 0.55666 -1.16546  -0.10
C 1.00613 0.30952 0.95226  -0.04
N -1.42895 -0.28203 -1.84447  -0.01
H -0.44240 -0.41163 -1.59550  0.01
H -1.76188 -0.88410 -2.59650  0.09
H -2.56699 0.16892 0.50825  -0.05
H -3.18714 0.61580 -1.57743  0.01
H 1.17585 1.31688 1.31634  0.08
H 1.21764 -0.38676 1.76424  0.09
H -0.03923 0.20777 0.66484  0.05
C 3.35346 0.38071 -0.02010  -0.04
C -2.86708 -0.35539 1.50726  -0.08
C 1.90628 0.01743 -0.20615  -0.46
N 1.41281 -0.49473 -1.25127  0.11
H 2.08815 -0.67642 -1.99310  0.07
H 3.44711 1.46559 0.04355  0.09
H 3.73214 -0.03716 0.91284  0.08
H 3.96674 0.02368 -0.84678  0.07
H -2.44995 -1.35503 1.51389  0.01
H -3.94648 -0.40189 1.58700  0.01
H -2.45507 0.22217 2.32628  0.01